[1]
The following is a DFT calculation (ωB97M-V/def2-TZVPD) of 2 unconnected molecules or ions with the total composition C5H12O2.

HOMO level in Eh: -0.347
LUMO level in eV: 0.779
Energy above the lowest of the compared OMol25 structures with the same formula, charge and spin in kJ/mol: 345.3
Net charge: 0
Max |F| in eV/Å: 1.16
Frontier orbital gap in eV: 10.2
Structure (SMILES): C[C@@H]1OCC[C@@H]1O.[H][H]

Structure (XYZ):
```
19
Properties=species:S:1:pos:R:3:forces:R:3:nbo_charge:R:1
H 2.01847 -0.97900 -0.43225 0.3 0.3 -0.1 0.215
H 1.83191 -1.13556 1.96901 -0.7 -0.2 -0.4 0.193
O 0.03103 1.68837 0.02620 0.3 0.2 0.0 -0.719
H 0.75517 2.28140 0.25803 -0.1 0.0 -0.1 0.471
C 1.76997 -0.04622 0.08813 0.3 0.2 -0.2 -0.449
C -0.46709 -0.53822 -0.48759 0.6 -0.2 0.2 0.112
H -1.48181 -0.59491 1.59913 -1.0 0.2 0.2 0.072
H -2.15963 -0.39568 1.34029 -0.6 0.2 0.6 -0.095
C 0.56889 0.54530 -0.62314 0.3 -0.2 -0.4 0.045
H -0.24563 -1.42045 -1.08142 0.3 0.1 -0.2 0.193
H -2.56432 -0.79796 -1.36466 0.3 0.0 0.5 0.218
H 2.64449 0.60126 0.12036 0.0 0.1 0.1 0.208
C -1.83958 -0.01229 -1.11508 0.2 -0.2 0.5 -0.630
H 0.97832 0.40547 2.06840 -0.3 -0.3 -0.3 0.172
H -2.36350 0.79628 -0.60301 0.3 -0.2 0.2 0.236
H -1.56032 0.41862 -2.10198 0.3 -0.3 0.6 0.218
H 0.77488 0.75302 -1.67699 0.0 0.0 -0.1 0.175
C 1.16529 -0.45833 1.40517 0.0 0.1 -0.4 -0.068
O -0.03463 -1.10895 0.94715 -0.4 0.3 -1.0 -0.568
```
Forces are in eV/Å.

=====

[2]
The following is a DFT calculation (ωB97M-V/def2-TZVPD) of a single C8H9NOS molecule.

2S+1: 3
⟨S²⟩: 2.016
HOMO level (alpha / beta) in Eh: -0.180 / -0.346
LUMO level (alpha / beta) in eV: 0.710 / -2.975
Energy above the lowest of the compared OMol25 structures with the same formula, charge and spin in kJ/mol: 0.0
Net charge: 0
Max |F| in eV/Å: 5.65
Frontier orbital gap (alpha / beta) in eV: 5.6 / 6.4

Structure (XYZ):
```
20
Properties=species:S:1:pos:R:3:forces:R:3:nbo_charge:R:1
N 1.72159 0.21982 0.49023 -0.8 -0.1 0.6 -0.666
C -2.31057 1.16179 -0.19116 0.3 4.0 0.6 -0.258
O 2.62360 0.66725 -1.56199 -0.4 0.2 -0.4 -0.594
C -1.88625 -0.15049 -0.28081 -3.2 -1.5 -0.9 -0.156
H 0.11318 -2.20155 -1.17128 -0.1 -0.1 -0.2 0.240
H 0.64839 2.60185 0.54522 0.1 0.0 0.0 0.204
C -0.55986 -0.50817 -0.06353 5.5 0.4 1.2 0.024
C -1.40142 2.16220 0.10992 -5.3 -0.6 -1.0 -0.165
H -0.96346 -2.59749 0.17025 -0.1 -0.1 0.0 0.217
H -3.34970 1.40777 -0.34884 -0.1 0.0 0.0 0.217
C -0.14977 -1.94986 -0.14366 0.1 0.5 0.1 -0.646
H -1.72312 3.18898 0.20176 -0.1 0.0 -0.1 0.213
H -2.59466 -0.92972 -0.51871 -0.1 0.0 -0.1 0.193
H 1.97232 0.03418 1.45254 0.1 0.0 -0.2 0.403
H 0.72228 -2.14905 0.47473 0.0 0.0 0.0 0.229
C 0.34604 0.51312 0.22378 -0.5 -3.6 -0.6 0.136
C 2.71063 0.39896 -0.39862 1.1 -0.3 -0.1 0.578
C -0.07389 1.83434 0.31039 3.5 1.2 0.8 -0.210
H 5.02868 0.29315 -0.71832 0.1 0.1 -0.4 0.155
S 4.32533 0.11102 0.38742 -0.2 -0.1 0.5 -0.114
```
Forces are in eV/Å.

=====

[3]
The following is a DFT calculation (ωB97M-V/def2-TZVPD) of 2 unconnected molecules or ions with the total composition C6H16.

HOMO level in Eh: -0.405
LUMO level in eV: 1.017
Energy above the lowest of the compared OMol25 structures with the same formula, charge and spin in kJ/mol: 63.7
Net charge: 0
Max |F| in eV/Å: 1.82
Frontier orbital gap in eV: 12.0
Structure (SMILES): CC(C)C.CC

Structure (XYZ):
```
22
Properties=species:S:1:pos:R:3:forces:R:3:nbo_charge:R:1
H -1.86516 -1.84603 3.32492 0.4 -0.4 0.0 0.203
H -1.88588 0.49034 1.88733 -0.5 -0.4 0.0 0.207
H 1.19418 -1.02663 -2.79878 -0.4 0.4 0.0 0.203
C 1.23285 -0.94290 -1.70705 0.8 -0.8 -0.3 -0.608
H -1.26104 -0.18270 -2.08819 0.2 -0.3 0.3 0.207
H -1.48564 -1.14121 1.19591 -0.1 0.4 -0.4 0.206
H 1.65841 1.64136 -2.47035 0.5 0.5 0.0 0.209
C 0.67567 0.33001 -1.11820 -0.5 0.6 0.0 -0.236
C -1.21698 -0.36882 1.91385 0.6 0.0 0.4 -0.612
H -1.39440 0.97224 -0.77571 0.1 0.0 0.1 0.209
H 2.50480 1.49905 -0.80307 0.5 -0.7 -0.9 0.209
C 1.58275 1.53870 -1.39417 -0.4 -0.1 1.8 -0.608
H 0.55114 0.21540 -0.04158 0.6 -0.2 -0.1 0.199
H -1.48440 -0.39546 4.08432 0.5 0.2 0.0 0.203
H 1.18199 2.40854 -0.85675 -0.6 0.2 -0.9 0.208
H 2.30158 -1.04637 -1.51090 0.1 0.1 0.3 0.206
H -0.12254 -1.39586 3.52240 0.1 -0.3 0.1 0.208
H -0.27157 0.08067 1.61573 0.2 -0.3 0.1 0.197
C -0.74856 0.64830 -1.59300 -0.7 0.0 -0.7 -0.611
H 0.78759 -1.86097 -1.31932 -0.3 0.2 0.1 0.210
C -1.11953 -1.04956 3.28866 -1.2 0.6 0.0 -0.612
H -0.81526 1.43190 -2.35603 0.4 0.1 0.1 0.204
```
Forces are in eV/Å.

=====

[4]
The following is a DFT calculation (ωB97M-V/def2-TZVPD) of a single C5H7NS3 molecule.

HOMO level in Eh: -0.315
LUMO level in eV: -0.559
Energy above the lowest of the compared OMol25 structures with the same formula, charge and spin in kJ/mol: 0.0
Net charge: 0
Max |F| in eV/Å: 3.95
Frontier orbital gap in eV: 8.0
Structure (SMILES): CC1(C)NC(=S)SC1=S

Structure (XYZ):
```
16
Properties=species:S:1:pos:R:3:forces:R:3:nbo_charge:R:1
N -0.09732 1.63784 0.80378 -2.4 -0.6 1.4 -0.581
S -3.10853 -0.86941 0.34950 -0.1 -1.1 -0.4 0.069
C -0.99543 2.52366 1.22266 -1.2 0.6 0.3 -0.074
H 0.76811 1.99244 0.55671 2.1 0.5 -0.5 0.418
H -0.46398 -1.22336 1.96494 1.3 0.7 -2.4 0.238
C -0.40892 0.38828 -1.17888 -2.3 -1.6 -0.5 -0.597
C 0.14235 -0.83582 0.99730 1.3 -0.4 3.7 -0.611
S -0.74856 4.08884 1.60077 0.2 0.2 0.1 -0.112
H 1.19945 -0.53408 1.47580 -2.3 -0.4 -1.3 0.232
C -0.57884 0.35032 0.36977 1.1 -0.4 -1.9 -0.030
H -0.74165 1.35906 -1.56016 -1.0 -0.4 0.0 0.224
H -0.93555 -0.54982 -1.65951 1.0 2.1 0.8 0.237
S -2.65722 1.79915 1.26134 1.8 0.1 -0.2 0.422
H 0.58275 0.46858 -1.49381 2.1 -0.7 -0.1 0.216
C -2.04450 0.29114 0.61667 -1.3 1.3 0.8 -0.286
H 0.33699 -1.64609 0.29109 -0.3 0.1 0.2 0.235
```
Forces are in eV/Å.

=====

[5]
The following is a DFT calculation (ωB97M-V/def2-TZVPD) of a single H2NO2P molecule.

HOMO level (alpha / beta) in Eh: -0.360 / -0.359
LUMO level (alpha / beta) in eV: -1.430 / -1.419
Energy above the lowest of the compared OMol25 structures with the same formula, charge and spin in kJ/mol: 325.4
Net charge: 0
Max |F| in eV/Å: 0.96
Frontier orbital gap (alpha / beta) in eV: 8.4 / 8.4
Structure (SMILES): O=N[PH2]=O

Structure (XYZ):
```
6
Properties=species:S:1:pos:R:3:forces:R:3:nbo_charge:R:1
O 1.80438 0.75251 -0.53129 -0.5 -0.3 0.8 -0.214
H -1.03794 0.45834 1.12250 -0.1 0.2 0.3 -0.100
H -0.76441 0.42898 -1.07352 0.2 0.6 -0.4 -0.099
P -0.44895 -0.25824 0.08503 -0.5 -0.2 -0.4 1.546
O -0.81289 -1.67474 -0.04676 0.5 -0.3 0.4 -1.027
N 1.25980 0.29316 0.44404 0.5 0.1 -0.8 -0.107
```
Forces are in eV/Å.

=====

[6]
The following is a DFT calculation (ωB97M-V/def2-TZVPD) of a single C3H7NO molecule.

HOMO level in Eh: -0.330
LUMO level in eV: 1.030
Energy above the lowest of the compared OMol25 structures with the same formula, charge and spin in kJ/mol: 223.6
Net charge: 0
Max |F| in eV/Å: 3.68
Frontier orbital gap in eV: 10.0
Structure (SMILES): OC1CNC1

Structure (XYZ):
```
12
Properties=species:S:1:pos:R:3:forces:R:3:nbo_charge:R:1
H 0.55719 -1.34357 1.36075 0.0 0.2 -0.1 0.193
H 0.19763 0.68192 -1.79379 0.2 0.1 0.9 0.183
H -0.38713 1.82040 -0.53995 0.7 -1.0 0.2 0.178
C -0.77737 -0.26866 -0.10554 -1.2 -0.5 1.5 0.072
H -1.75490 0.09623 0.13153 -0.6 0.0 0.5 0.177
H -0.16846 -1.74049 -1.28760 -1.8 0.7 1.2 0.469
C 0.06871 0.78547 -0.67711 0.4 2.3 -2.8 -0.242
H 1.78697 1.07132 0.57893 0.3 0.8 0.2 0.362
H 0.04929 0.27781 1.94482 -0.5 -0.4 -0.2 0.179
C 0.25172 -0.33728 1.05083 0.6 0.3 0.2 -0.244
N 1.19501 0.40113 0.14879 -0.3 -1.4 0.1 -0.630
O -1.01866 -1.44429 -0.81167 2.2 -1.1 -1.5 -0.698
```
Forces are in eV/Å.